Record 1
C46H42BrCdF3N4O2S3Sb as an isolated structure, computed with the ωB97M-V functional and the def2-TZVPD basis.

```
103
Properties=species:S:1:pos:R:3:lowdin_charge:R:1
Cd -0.562 -0.746 -0.180 1.103
C -0.659 -4.165 -1.944 -0.520
C -1.607 -3.588 -2.990 -0.491
S -1.638 -1.777 -3.119 0.781
C -3.413 -1.456 -3.006 -0.541
C -4.127 -1.884 -1.729 -0.494
S -3.373 -1.295 -0.191 0.813
C -3.301 -2.815 0.783 -0.507
C -2.481 -3.972 0.215 -0.476
S -0.772 -3.562 -0.242 0.816
H 0.378 -3.978 -2.229 0.049
H -0.786 -5.249 -1.918 0.090
H -2.626 -3.930 -2.812 0.068
H -1.308 -3.981 -3.962 0.082
H -3.907 -1.928 -3.857 0.089
H -3.501 -0.379 -3.148 0.037
H -4.207 -2.968 -1.667 0.066
H -5.146 -1.495 -1.758 0.085
H -4.322 -3.162 0.952 0.094
H -2.902 -2.506 1.751 0.052
H -2.959 -4.411 -0.660 0.068
H -2.427 -4.746 0.981 0.089
O -1.353 -3.049 3.374 0.019
C -1.135 -2.189 4.402 -0.258
C -1.355 -2.631 5.701 -0.002
C -1.130 -1.782 6.770 -0.075
C -0.670 -0.487 6.564 -0.090
C -0.448 -0.054 5.267 -0.052
C -0.691 -0.881 4.176 -0.119
C -0.480 -0.343 2.780 -0.441
O -0.201 -1.311 1.844 -0.390
N -1.719 0.383 2.392 0.013
N -1.643 0.983 1.183 -0.093
C -2.382 1.993 0.939 -0.209
C -2.500 2.632 -0.365 -0.602
Br -1.786 1.683 -1.861 0.765
C -3.128 3.783 -0.617 -0.094
C -3.679 4.709 0.384 -0.227
C -3.048 4.968 1.601 -0.052
C -3.612 5.850 2.510 -0.068
C -4.807 6.488 2.212 -0.070
C -5.429 6.258 0.992 -0.066
C -4.862 5.384 0.081 -0.031
H -0.930 -2.608 2.592 0.038
H -1.688 -3.649 5.851 0.120
H -1.297 -2.141 7.777 0.107
H -0.475 0.166 7.403 0.100
H -0.067 0.947 5.089 0.112
H 0.333 0.402 2.826 0.121
H -2.143 0.936 3.133 0.142
H -3.022 2.407 1.719 0.133
H -3.269 4.066 -1.653 0.107
H -2.091 4.512 1.823 0.112
H -3.109 6.048 3.447 0.108
H -5.244 7.177 2.921 0.109
H -6.352 6.764 0.749 0.110
H -5.345 5.210 -0.873 0.117
N 3.509 -2.736 4.622 0.182
C 3.376 -1.770 4.018 -0.167
C 3.205 -0.569 3.245 -0.194
C 3.461 0.687 3.782 0.001
C 3.262 1.796 2.979 -0.036
C 2.796 1.605 1.687 -0.125
N 2.532 0.403 1.170 0.049
C 2.754 -0.661 1.932 -0.108
H 3.812 0.782 4.801 0.130
H 3.461 2.793 3.345 0.111
H 2.628 2.454 1.035 0.093
H 2.549 -1.633 1.502 0.115
F 0.873 -2.138 -7.681 0.078
C 1.086 -1.718 -6.426 -0.274
C 1.617 -2.605 -5.509 0.004
C 1.833 -2.160 -4.212 -0.129
C 1.525 -0.852 -3.845 -0.424
C 1.003 0.015 -4.801 -0.137
C 0.779 -0.411 -6.101 0.006
Sb 1.693 -0.241 -1.819 1.440
C 3.470 -1.257 -1.298 -0.400
C 4.685 -0.591 -1.167 -0.107
C 5.819 -1.270 -0.752 0.012
C 5.717 -2.617 -0.458 -0.272
F 6.812 -3.273 -0.053 0.084
C 4.525 -3.308 -0.561 0.008
C 3.400 -2.612 -0.978 -0.149
C 2.303 1.744 -2.154 -0.399
C 3.269 2.020 -3.121 -0.118
C 3.672 3.325 -3.358 0.013
C 3.091 4.339 -2.619 -0.270
F 3.472 5.603 -2.849 0.082
C 2.129 4.101 -1.657 0.005
C 1.738 2.790 -1.430 -0.166
H 1.865 -3.611 -5.818 0.126
H 2.272 -2.846 -3.498 0.087
H 0.757 1.039 -4.540 0.102
H 0.376 0.248 -6.857 0.126
H 4.760 0.469 -1.374 0.097
H 6.773 -0.772 -0.647 0.127
H 4.488 -4.357 -0.305 0.128
H 2.456 -3.146 -1.027 0.084
H 3.708 1.220 -3.706 0.113
H 4.418 3.564 -4.103 0.128
H 1.699 4.930 -1.112 0.126
H 0.976 2.591 -0.685 0.073
```

Output
- Charge: +1
- LUMO: -2.6 eV
- Energy: -6623.53961 hartree
- Energy above the lowest of the compared OMol25 structures with the same formula, charge and spin: 0.00 kcal per mole
- HOMO: -10.1675 eV

Record 2
A 3-piece molecular cluster, CH8NO2 overall, computed with the ωB97M-V functional and the def2-TZVPD basis.

```
12
Properties=species:S:1:pos:R:3:lowdin_charge:R:1
C 1.389 0.644 0.975 0.164
N 0.538 -0.091 0.360 0.158
H 2.114 0.172 1.618 0.122
H 1.335 1.690 0.684 0.121
H 0.068 -0.933 0.751 0.099
H 0.193 0.135 -0.594 0.100
H -2.021 -2.348 0.543 0.084
H -1.884 -1.610 1.861 0.078
O -1.462 -1.704 0.999 -0.034
H -0.259 0.797 -2.950 0.075
H -0.015 2.104 -2.155 0.071
O 0.004 1.145 -2.091 -0.036
```

Output
- Charge: +1
- LUMO: -5.1 eV
- Energy: -247.85621 hartree
- Energy above the lowest of the compared OMol25 structures with the same formula, charge and spin: 18.82 kcal per mole
- HOMO: -16.2610 eV

Number 1: frontier orbital gap 7.57 eV, largest force on an atom 0.394 eV Å⁻¹. Number 2: frontier orbital gap 11.16 eV, largest force on an atom 1.856 eV Å⁻¹.